No. 1
Entry from the Open Molecules 2025 dataset: an isolated molecule of C4H6N2O at a distorted geometry (the ωB97M-V functional and the def2-TZVPD basis).

Structure (XYZ):
```
13
Properties=species:S:1:pos:R:3:forces:R:3
C -2.1294 0.2371 -0.1755 0.0773 -0.1993 -0.1691
C -0.7879 -0.4518 0.1216 0.1859 -0.1596 0.3553
O 0.1755 0.6113 0.3736 0.4384 0.0030 0.1245
C 1.3949 0.1367 0.1514 0.1001 -0.7638 -0.2380
N 1.5587 -1.1090 -0.0561 0.4771 0.2941 0.0674
C 2.4441 1.1261 0.0983 1.2930 1.0068 -0.1330
N 3.3607 1.8297 0.0243 -1.0973 -0.7478 0.1223
H -2.1200 0.9188 -1.0316 0.2669 -0.2514 0.0092
H -2.9117 -0.5038 -0.3509 0.1396 -0.0858 -0.0619
H -2.4776 0.8371 0.6842 0.4265 -0.3153 -0.1836
H -0.0536 -1.1771 -0.4408 -2.8790 0.8356 -0.4309
H -0.8741 -1.0166 1.0502 -0.1539 0.0514 0.2706
H 2.4205 -1.4387 -0.4486 0.7254 0.3319 0.2674
```
Positions in Å, forces in eV/Å.

Computed properties:
DFT total energy = -340.70248 Eh
LUMO = 0.32 eV
Charge = 0
Energy relative to the best compared isomer or geometry (same formula, charge and spin) = 58.0 kcal per mole
Largest force on an atom = 0.059 Eh/bohr
Frontier orbital gap = 10.704 eV
SMILES = [H]/N=C(\C#N)OCC

How is the electron density shared among the atoms? According to Löwdin, the charges in e are: -0.07 -0.21 -0.02 -0.46 0.14 -0.10 0.18 0.07 0.07 0.08 0.11 0.11 0.09

=====

No. 2
Entry from the Open Molecules 2025 dataset: an isolated molecule of C4H6N2O at a distorted geometry (the ωB97M-V functional and the def2-TZVPD basis).

Structure (XYZ):
```
13
Properties=species:S:1:pos:R:3:forces:R:3
C 0.7157 0.7524 1.2586 -0.1524 -0.0977 0.9194
C 0.1131 0.4092 -0.1218 0.8432 1.5892 0.8232
C 0.0547 1.1868 -1.2252 0.8096 -0.3668 0.1770
C -0.6226 -0.6896 -0.5659 0.6917 -0.5077 0.3663
H 1.5177 0.0700 1.7634 -1.6836 0.6363 -1.3199
H -0.1390 0.9017 1.9932 1.0482 -0.4325 -0.7166
H 1.2274 1.7310 1.2485 -0.3051 -0.3376 -0.3732
H 0.5535 2.0725 -1.4413 0.4630 1.4952 -0.4504
H -0.8080 -2.7517 -0.2434 -0.4457 2.9908 0.9104
H -0.2026 -1.9264 1.1460 -1.9147 1.3407 -3.0849
N -1.0079 -0.5628 -1.8074 -1.5170 -4.1037 0.9711
N -0.8476 -1.7568 0.2359 1.1958 -5.6967 2.3262
O -0.5542 0.5637 -2.2406 0.9670 3.4903 -0.5485
```
Positions in Å, forces in eV/Å.

Computed properties:
DFT total energy = -340.68678 Eh
LUMO = 0.75 eV
Charge = 0
Energy relative to the best compared isomer or geometry (same formula, charge and spin) = 67.9 kcal per mole
Largest force on an atom = 0.122 Eh/bohr
Frontier orbital gap = 9.529 eV
SMILES = Cc1conc1N

How is the electron density shared among the atoms? According to Löwdin, the charges in e are: -0.05 -0.20 -0.07 -0.45 0.10 0.09 0.07 0.11 0.14 0.15 0.06 0.07 -0.02

=====

No. 3
Entry from the Open Molecules 2025 dataset: an isolated molecule of C4H6N2O at a distorted geometry (the ωB97M-V functional and the def2-TZVPD basis).

Structure (XYZ):
```
13
Properties=species:S:1:pos:R:3:forces:R:3
C 1.6819 0.4563 0.4294 -1.7557 -0.8169 -1.1138
C 0.1783 0.2781 0.2218 0.1420 -0.7108 0.5727
C -0.8310 1.1599 -0.0962 0.9726 -0.3651 0.7837
C -1.7439 -0.7978 -0.0886 -0.7590 0.8708 1.3889
H 1.9711 -0.3607 -1.3516 0.0196 0.1880 0.4979
H 1.8452 1.4569 0.0940 0.5234 1.0482 0.5012
H 2.0926 0.2072 1.4142 -0.3787 0.3942 -0.1061
H -0.7631 2.2349 -0.1491 0.0196 0.0009 -0.1235
H -2.4785 -1.6235 0.0489 0.6273 0.9689 -0.5405
H 0.0588 -1.8706 0.5577 -1.2523 1.8711 -0.9800
N -2.0095 0.5172 -0.1962 -0.9060 -2.0005 -0.8853
N -0.4408 -0.9841 0.2292 1.8796 -0.5687 0.6204
O 2.3393 -0.4193 -0.4554 0.8676 -0.8801 -0.6156
```
Positions in Å, forces in eV/Å.

Computed properties:
DFT total energy = -340.75139 Eh
LUMO = 0.74 eV
Charge = 0
Energy relative to the best compared isomer or geometry (same formula, charge and spin) = 27.3 kcal per mole
Largest force on an atom = 0.048 Eh/bohr
Frontier orbital gap = 9.529 eV
SMILES = OCc1cnc[nH]1

How is the electron density shared among the atoms? According to Löwdin, the charges in e are: -0.20 -0.23 -0.14 -0.20 0.10 0.10 0.13 0.10 0.12 0.19 0.03 0.07 -0.08

=====

No. 4
Entry from the Open Molecules 2025 dataset: an isolated molecule of C4H6N2O at a distorted geometry (the ωB97M-V functional and the def2-TZVPD basis).

Structure (XYZ):
```
13
Properties=species:S:1:pos:R:3:forces:R:3
C -0.0916 0.2629 0.9786 -0.2133 -1.3898 -0.2558
C -0.3012 -1.0502 0.7423 -1.4468 0.5441 1.5435
N -0.5578 1.0094 2.0423 -0.1158 -0.0254 -0.3191
C 0.5442 0.0900 -1.1843 0.9417 2.1209 -1.2969
C 0.2447 0.5548 -2.4026 0.2515 -0.2598 1.1129
N -0.2510 -2.2144 1.1643 1.4559 -0.8586 -0.3064
O 0.3873 0.9650 -0.0795 0.1632 -0.3129 -0.8625
H -0.2606 1.9748 2.0161 -0.1409 -0.1311 0.0514
H -0.4923 0.5524 2.9407 0.1581 0.1723 -0.1078
H -0.7547 -2.9359 0.6463 -0.6768 0.4308 0.1881
H 1.1973 -0.7643 -1.0534 -0.0972 -0.0413 0.3157
H -0.3256 1.4596 -2.5300 0.0148 0.2070 0.0638
H 0.6614 0.0957 -3.2810 -0.2943 -0.4561 -0.1269
```
Positions in Å, forces in eV/Å.

Computed properties:
DFT total energy = -340.64093 Eh
LUMO = 0.61 eV
Charge = 0
Energy relative to the best compared isomer or geometry (same formula, charge and spin) = 96.6 kcal per mole
Largest force on an atom = 0.052 Eh/bohr
Frontier orbital gap = 7.735 eV
SMILES = C=COC(N)=C=N

How is the electron density shared among the atoms? According to Löwdin, the charges in e are: -0.41 -0.17 0.14 -0.20 0.07 0.11 -0.02 0.10 0.10 0.05 0.12 0.07 0.06

=====

No. 5
Entry from the Open Molecules 2025 dataset: an isolated molecule of C4H6N2O (the ωB97M-V functional and the def2-TZVPD basis).

Structure (XYZ):
```
13
Properties=species:S:1:pos:R:3:forces:R:3
N 0.8158 0.9837 1.8312 0.0754 -0.1009 0.0646
C 0.2545 0.3954 0.7134 0.0029 -0.1375 -0.2636
C -1.1431 -0.1056 0.7001 -0.1502 -0.0548 -0.0869
N -1.5283 -0.5673 -0.4261 0.1483 0.1706 0.2449
C -0.4368 -0.2731 -1.3706 0.0191 0.2479 -0.0216
O -0.1897 -1.2659 -2.3185 0.0694 -0.2380 0.1538
C 0.7247 0.2040 -0.5313 -0.0547 0.1012 0.1218
H 0.4146 0.7122 2.7173 0.0418 -0.0032 -0.1104
H 1.8248 1.0063 1.8559 -0.1213 0.0350 -0.0109
H -1.8016 -0.0892 1.5704 0.1044 -0.0583 -0.1083
H -0.8287 0.5758 -1.9470 0.0727 -0.0177 0.0029
H 0.1920 -2.0287 -1.8668 -0.0552 0.0573 -0.0257
H 1.7017 0.4526 -0.9280 -0.1525 -0.0017 0.0395
```
Positions in Å, forces in eV/Å.

Computed properties:
DFT total energy = -340.73887 Eh
LUMO = 0.66 eV
Charge = 0
Energy relative to the best compared isomer or geometry (same formula, charge and spin) = 35.2 kcal per mole
Largest force on an atom = 0.006 Eh/bohr
Frontier orbital gap = 9.286 eV
SMILES = NC1=C[C@@H](O)N=C1

How is the electron density shared among the atoms? According to Löwdin, the charges in e are: 0.10 -0.33 -0.10 0.11 -0.44 0.00 0.01 0.09 0.09 0.11 0.16 0.10 0.11

=====

No. 6
Entry from the Open Molecules 2025 dataset: a structure of composition C4H6N2O at a distorted geometry (the ωB97M-V functional and the def2-TZVPD basis).

Structure (XYZ):
```
13
Properties=species:S:1:pos:R:3:forces:R:3
C -1.6819 0.6927 -0.2906 -0.2482 0.0608 0.0269
C -0.7885 -0.4321 0.1456 -0.8957 0.2286 1.1746
O 0.1211 -0.7790 -0.9415 0.0900 0.3540 1.0449
C 1.3559 -0.4937 -0.5174 0.3191 0.1045 0.2737
N 2.4234 -0.6407 -1.1641 -0.4807 0.0795 0.3527
C 1.1911 0.0172 0.8787 3.3001 0.8760 1.4913
N 1.3424 0.4289 1.9603 1.2797 0.0148 -0.5158
H -2.3038 0.4296 -1.1514 0.0761 -0.0115 0.1069
H -2.3301 0.9475 0.5515 -0.0629 0.1047 -0.1421
H -1.0911 1.5782 -0.5572 -0.0824 -0.1723 0.1057
H -1.2835 -1.3573 0.4202 -0.3651 -0.0165 -0.0739
H -0.1815 -0.0325 1.2704 -2.8351 -1.5996 -3.7449
H 3.2265 -0.3588 -0.6045 -0.0950 -0.0229 -0.1001
```
Positions in Å, forces in eV/Å.

Computed properties:
DFT total energy = -340.64756 Eh
LUMO = 0.49 eV
Charge = 0
Energy relative to the best compared isomer or geometry (same formula, charge and spin) = 92.5 kcal per mole
Largest force on an atom = 0.096 Eh/bohr
Frontier orbital gap = 10.565 eV

How is the electron density shared among the atoms? According to Löwdin, the charges in e are: -0.07 -0.25 0.01 -0.44 0.19 -0.22 0.17 0.08 0.08 0.09 0.12 0.15 0.08

=====

No. 7
Entry from the Open Molecules 2025 dataset: a cluster of 2 separate species, C4H6N2O in total at a distorted geometry (the ωB97M-V functional and the def2-TZVPD basis).

Structure (XYZ):
```
13
Properties=species:S:1:pos:R:3:forces:R:3
O 1.3556 2.5134 0.7476 -0.5232 -0.8538 0.4992
C 0.8321 1.5959 1.1671 0.8559 1.2325 -0.0100
N 1.4803 -0.2719 -0.7380 0.1870 -0.2161 -0.3219
C 0.3937 -1.1019 -0.2660 -0.1143 -0.0868 0.0071
C -0.8175 -0.2492 -0.2957 0.0478 0.4187 0.2792
C -1.9551 0.2055 0.4569 -0.4923 -0.0840 0.2427
N -1.0135 0.9836 -0.4404 -0.0203 -0.4711 -0.3133
H 2.3924 -0.6833 -0.5961 -0.0691 -0.1195 -0.1551
H 0.5226 -1.3097 0.8073 0.0659 -0.0202 -0.1691
H 0.2680 -2.0702 -0.7715 -0.1085 0.1495 0.0458
H 1.3295 -0.0671 -1.7182 0.3304 0.0884 0.0095
H -2.9789 0.1276 0.1151 0.0149 -0.3060 -0.0294
H -1.8095 0.3273 1.5319 -0.1742 0.2683 -0.0848
```
Positions in Å, forces in eV/Å.

Computed properties:
DFT total energy = -340.67155 Eh
LUMO = 0.92 eV
Charge = 0
Energy relative to the best compared isomer or geometry (same formula, charge and spin) = 77.4 kcal per mole
Largest force on an atom = 0.029 Eh/bohr
Frontier orbital gap = 10.562 eV

How is the electron density shared among the atoms? According to Löwdin, the charges in e are: 0.04 -0.01 -0.01 -0.23 -0.36 -0.11 0.13 0.08 0.12 0.11 0.09 0.08 0.08

=====

No. 8
Entry from the Open Molecules 2025 dataset: a structure of composition C4H6N2O (the ωB97M-V functional and the def2-TZVPD basis).

Structure (XYZ):
```
13
Properties=species:S:1:pos:R:3:forces:R:3
C -1.1898 1.2306 -0.5791 -0.1295 -0.0116 -0.2686
C -0.5682 0.0484 -1.0149 -0.0133 0.4335 0.0670
C 0.8499 0.2574 -1.0704 0.1046 -0.0253 0.1184
N 1.3169 -0.3712 -0.0188 -0.0760 0.1144 -0.1118
C 0.1451 -0.8882 0.6621 0.1135 -0.1281 -0.0652
O 0.4450 -1.7357 1.6734 -0.2155 -0.0210 -0.0090
N -0.8474 -1.0386 -0.2082 0.1236 0.0118 0.2246
H -2.1614 1.1477 -0.0999 0.1677 -0.0061 -0.0392
H -0.9438 2.1992 -1.0146 0.0011 -0.1646 0.0786
H -0.3169 0.6218 0.9980 0.0116 -0.1113 -0.0359
H 1.4259 0.9731 -1.6439 -0.1015 -0.1065 0.0731
H 2.2368 -0.2940 0.3916 -0.1188 -0.0042 -0.0510
H -0.3922 -2.1505 1.9248 0.1324 0.0191 0.0190
```
Positions in Å, forces in eV/Å.

Computed properties:
DFT total energy = -340.59181 Eh
LUMO (alpha / beta) = 0.47 / 0.47 eV
Charge = 0
Energy relative to the best compared isomer or geometry (same formula, charge and spin) = 127.4 kcal per mole
Largest force on an atom = 0.009 Eh/bohr
Frontier orbital gap (alpha / beta) = 8.328 / 8.327 eV

How is the electron density shared among the atoms? According to Löwdin, the charges in e are: 0.02 -0.41 -0.05 0.14 -0.56 0.06 0.07 0.06 0.06 0.19 0.14 0.17 0.12